Entry 1:
The following is a DFT calculation (wB97M-V/def2-TZVPD) of a single C5H7N molecule.

The geometry in XYZ format:
```
13
Properties=species:S:1:pos:R:3:forces:R:3
C -1.3366 -0.6397 0.3966 -0.01 0.00 0.07
C -0.1668 0.1818 -0.1229 -0.09 0.04 -0.02
C 1.1590 0.4022 0.5894 0.08 0.07 0.20
C 1.0735 -0.5803 -0.5303 0.06 -0.10 -0.16
C -0.5453 1.3873 -0.8380 -0.19 0.82 -0.42
N -0.8126 2.4246 -1.2787 0.17 -1.07 0.23
H -1.0010 -1.3837 1.1260 0.03 0.15 -0.09
H -2.1135 -0.0233 0.8568 0.18 -0.02 -0.01
H -1.7890 -1.1794 -0.4442 0.04 0.11 0.17
H 1.2997 0.0733 1.6133 -0.13 -0.11 -0.15
H 1.6272 1.3539 0.3514 -0.07 -0.18 0.17
H 1.0444 -1.6281 -0.2395 -0.02 0.17 -0.15
H 1.5610 -0.3887 -1.4798 -0.06 0.11 0.16
```
Positions in Å, forces in eV/Å.

For the energy, the calculation gives -249.43356 a.u. As for the molecular weight: 81.12 g/mol. The calculation puts the orbital gap at 11.371 eV. Its charge is 0. The SMILES is CC1(C#N)CC1.

Entry 2:
The following is a DFT calculation (wB97M-V/def2-TZVPD) of a single C5H7N molecule.

The geometry in XYZ format:
```
13
Properties=species:S:1:pos:R:3:forces:R:3
C -1.8873 -0.3835 0.0211 -0.38 0.02 -0.01
N -0.5119 -0.5133 0.4210 -0.24 -0.13 -0.05
C 0.2425 0.6911 0.7082 -0.03 0.16 0.05
C 0.4202 -0.0891 -0.5603 -0.45 0.01 -0.30
C 1.6263 -0.9150 -0.8148 0.62 1.21 0.83
C 2.6695 -0.4936 -0.3646 0.49 -0.43 -0.21
H -2.1198 -1.2363 -0.6236 -0.16 0.13 0.11
H -2.0679 0.5466 -0.5450 -0.08 -0.11 0.11
H -2.5254 -0.4055 0.9051 -0.10 0.01 -0.10
H -0.2538 1.6595 0.6144 -0.07 -0.20 0.00
H 0.9445 0.6260 1.5422 -0.10 -0.09 -0.36
H 0.0686 0.4280 -1.4507 -0.31 -0.19 0.02
H 3.3946 0.0851 0.1470 0.82 -0.39 -0.09
```
Positions in Å, forces in eV/Å.

For the energy, the calculation gives -249.29404 a.u. As for the molecular weight: 81.12 g/mol. The calculation puts the orbital gap at 9.715 eV. Its charge is 0. The SMILES is C#C[C@@H]1CN1C.

Entry 3:
The following is a DFT calculation (wB97M-V/def2-TZVPD) of a single C5H7N molecule.

The geometry in XYZ format:
```
13
Properties=species:S:1:pos:R:3:forces:R:3
C 1.4467 0.6073 -0.0438 0.07 0.00 -0.03
C 0.5078 -0.5596 -0.2439 0.31 -0.20 -0.12
C -0.5484 -0.8306 0.7927 0.05 -0.13 -0.02
C -0.9094 -0.2860 -0.5795 0.22 -0.30 -0.45
C -1.4012 1.0846 -0.6530 -1.33 -0.77 2.31
N -2.1432 1.6494 0.0322 0.03 1.73 -1.05
H 1.7193 1.0530 -1.0061 0.05 -0.06 0.13
H 2.3579 0.2722 0.4598 -0.07 0.09 -0.07
H 0.9932 1.3944 0.5717 0.01 -0.20 -0.13
H 0.9121 -1.4100 -0.7745 0.25 -0.10 0.16
H -0.5905 -0.1860 1.6714 -0.03 -0.02 -0.43
H -0.8457 -1.8577 0.9892 0.08 0.17 -0.12
H -1.4985 -0.9311 -1.2161 0.37 -0.21 -0.18
```
Positions in Å, forces in eV/Å.

For the energy, the calculation gives -249.40070 a.u. As for the molecular weight: 81.12 g/mol. The calculation puts the orbital gap at 11.065 eV. Its charge is 0. The SMILES is C[C@H]1C[C@H]1C#N.

Question: What is the formula in the first record?
Answer: C5H7N